Molecular formula: C36H92N5NaO15
Method: DFT, ωB97M-V/def2-TZVPD

The HOMO energy comes out at -6.777 eV.

Last column: Löwdin charge in e.
Positions of all 149 atoms, in Å:
H  0.410  3.090  -1.289  0.096
H  -4.526  2.940  -6.489  0.084
H  -0.428  8.521  -0.521  0.113
H  -4.992  0.485  5.471  0.063
N  -4.422  -1.241  -4.493  -0.057
C  0.746  -0.064  7.816  -0.040
O  0.549  5.090  -1.527  -0.190
H  -1.362  -8.253  1.656  0.066
H  -2.771  -2.690  5.475  0.079
C  0.280  7.432  -2.065  -0.189
C  2.915  -4.728  4.095  -0.076
H  3.151  -5.400  -10.621  0.116
H  3.689  5.752  5.369  0.115
N  3.164  5.457  3.299  -0.050
H  1.226  7.831  -1.701  0.117
N  -0.674  7.625  -0.917  -0.044
H  1.017  -5.797  -12.281  0.082
C  -3.845  2.897  -5.639  -0.142
N  2.931  -3.260  -8.645  -0.072
Na  -0.104  5.214  1.359  0.712
H  1.045  -0.390  6.820  0.080
H  7.870  5.551  2.974  0.088
C  5.051  3.948  3.758  -0.212
H  -0.564  -5.271  -11.576  0.089
C  -1.049  -7.589  0.851  -0.053
C  2.345  -5.373  -9.887  -0.189
H  2.259  -4.200  3.403  0.085
H  -3.070  -2.866  -4.345  0.098
H  -4.505  -2.846  -3.236  0.122
H  -3.409  0.075  5.263  0.076
H  2.575  6.893  4.630  0.121
C  2.836  5.837  4.695  -0.206
C  0.512  3.815  -2.096  -0.119
H  3.552  -5.188  -8.136  0.130
H  -3.673  -6.908  -0.038  0.079
C  -3.901  1.243  -3.937  -0.202
H  1.822  -4.903  -7.953  0.109
C  1.976  0.090  8.749  -0.493
O  1.084  -4.887  -10.444  -0.213
C  -4.126  -2.620  -4.233  -0.230
H  -4.108  -3.660  5.964  0.076
H  -2.597  -0.392  -3.684  0.110
H  4.040  5.917  3.098  0.077
H  1.685  4.176  5.431  0.122
H  -3.843  5.318  1.462  0.085
C  7.200  4.776  3.347  -0.089
H  0.037  -7.498  0.891  0.072
H  -3.945  -2.983  4.370  0.080
O  2.549  -1.201  8.917  -0.061
O  -5.954  -1.960  6.077  -0.057
H  -0.736  4.124  5.441  0.091
H  1.654  0.424  9.735  0.133
C  -3.008  6.964  -0.342  -0.162
H  -3.988  6.921  -0.817  0.127
C  -4.844  -3.460  -5.334  -0.170
O  5.790  4.973  3.110  -0.201
H  2.814  -1.517  8.050  0.080
H  -5.921  -3.394  -5.179  0.114
H  1.206  -2.369  -3.952  0.083
H  5.424  2.992  3.392  0.123
H  -2.404  -3.160  -6.432  0.071
H  4.962  4.029  4.841  0.118
H  3.332  0.909  7.235  0.077
H  7.538  3.787  3.040  0.084
H  -3.593  -7.062  1.650  0.072
O  -4.566  -2.988  -6.702  -0.226
H  0.297  0.924  7.719  0.068
C  -3.677  -0.249  -3.670  -0.189
C  -3.859  -2.743  5.430  -0.072
H  -0.424  5.831  -3.223  0.112
O  -0.928  -0.957  1.195  -0.039
H  2.261  -6.436  -9.663  0.108
C  4.133  -3.925  4.415  -0.509
H  -3.719  -5.408  0.941  0.077
H  3.341  -1.708  -7.477  0.118
H  -4.848  1.568  -3.507  0.113
H  2.658  2.030  8.343  0.067
H  1.496  -2.663  -6.337  0.117
H  -4.610  -0.567  4.047  0.087
C  -3.279  -6.400  0.843  -0.075
H  2.399  -5.033  5.006  0.085
C  0.455  6.044  -2.615  -0.205
H  2.262  -4.232  -6.006  0.104
H  -1.621  -5.651  1.864  0.137
O  -1.404  -5.457  -0.175  -0.046
H  2.098  -2.818  -9.007  0.117
H  -1.390  -8.226  0.035  0.075
H  1.895  -3.938  -3.770  0.083
H  -3.961  -0.394  -2.627  0.119
C  3.063  1.020  8.286  -0.074
H  -3.034  -2.503  -8.007  0.084
H  -3.189  1.726  -3.267  0.110
O  -3.812  1.529  -5.363  -0.175
N  -0.346  -0.158  1.863  -0.751
C  2.162  -2.886  -3.871  -0.132
H  3.154  -5.698  3.659  0.078
H  2.656  -2.631  -2.934  0.091
C  3.601  4.039  3.177  -0.164
H  2.959  3.428  3.811  0.108
H  1.634  5.669  6.425  0.130
H  -2.917  7.501  0.602  0.124
H  4.398  -3.132  -7.176  0.118
H  0.057  -0.738  8.325  0.080
O  3.858  -2.687  5.038  -0.046
H  -4.580  4.706  -0.078  0.089
H  -3.428  3.766  0.764  0.094
H  -1.285  -4.595  0.231  0.092
C  3.385  -2.794  -7.392  -0.204
C  0.411  -5.719  -11.379  -0.106
H  -2.859  3.234  -5.959  0.084
C  -1.769  -6.214  0.942  -0.498
C  -3.187  -3.206  -7.188  -0.077
H  3.987  1.055  8.863  0.081
H  4.678  -5.089  6.258  0.079
H  1.306  5.969  -3.292  0.134
H  0.170  8.049  -2.957  0.119
H  -4.367  3.567  -4.954  0.083
H  -4.332  -1.407  7.066  0.132
H  1.399  3.528  -2.662  0.095
C  -4.399  -0.348  5.094  -0.051
H  -4.182  -1.153  -5.470  0.091
C  5.060  -4.794  5.281  -0.058
H  -3.085  -4.214  -7.590  0.075
C  -0.667  5.212  5.426  -0.112
O  -2.640  5.557  -0.129  -0.235
C  2.693  -4.672  -8.566  -0.233
H  -0.624  5.461  6.487  0.088
H  -6.519  -1.217  6.303  0.083
O  0.604  -0.459  2.543  -0.071
O  2.957  -2.552  -4.973  -0.189
C  2.444  -3.166  -6.147  -0.207
C  1.653  5.266  5.413  -0.235
H  0.352  -6.718  -10.948  0.080
C  -3.673  4.799  0.519  -0.087
H  -4.585  -4.518  -5.371  0.112
H  5.213  -5.761  4.802  0.073
H  4.612  -3.690  3.464  0.132
H  6.038  -4.340  5.442  0.073
H  7.444  4.734  4.409  0.081
H  3.515  3.696  2.146  0.114
H  3.202  -2.190  4.544  0.087
H  -2.285  8.494  -1.685  0.128
H  -0.329  3.654  -2.769  0.088
H  -1.573  5.592  4.955  0.088
H  -2.121  6.819  -2.201  0.126
O  -0.616  1.029  1.790  -0.112
C  -4.607  -1.569  6.024  -0.494
C  -2.014  7.492  -1.350  -0.238
O  0.476  5.659  4.744  -0.196